Below is a cluster of 3 separate species, C3H10O2 in total at a distorted geometry, with properties calculated with ωB97M-V/def2-TZVPD.

Values from the calculation:
- Energy relative to the best compared isomer or geometry (same formula, charge and spin): 1.2010 eV
- E_tot: -270.72768 Eh
- Structure (SMILES): C=CC.O.O
- HOMO energy: -0.32776 hartree

The geometry in XYZ format:
```
15
Properties=species:S:1:pos:R:3:forces:R:3:lowdin_charge:R:1
O -0.7117 -2.4353 -2.7177 -0.3 0.3 -0.4 -0.06
O -1.2479 1.0912 -1.1829 0.0 0.2 0.1 -0.05
C 0.2603 1.3453 2.1562 -0.5 0.3 0.5 -0.11
C 1.4422 -0.2228 0.5566 -0.7 0.2 0.5 -0.01
C 0.3342 0.3698 1.0310 1.0 -1.2 0.4 -0.26
H -0.4251 2.1239 1.7900 0.4 0.2 0.2 0.08
H 1.4707 -0.6824 -0.4230 -0.2 -0.5 0.2 0.04
H -1.7634 1.5312 -1.8563 -0.2 0.0 -0.3 0.04
H -0.1972 1.0211 3.1012 -0.1 -0.5 -0.3 0.07
H 2.3259 -0.3382 1.1677 0.4 0.8 -0.2 0.05
H -0.2383 -2.6553 -1.9160 0.1 -0.4 0.1 0.02
H -1.0473 0.2169 -1.5252 0.0 -0.1 -0.3 0.03
H -0.7967 -3.2314 -3.2589 0.2 0.2 0.4 0.04
H -0.6142 0.0764 0.6236 -0.2 0.5 -0.5 0.06
H 1.2087 1.7897 2.4536 0.1 0.0 -0.4 0.07
```
Forces are in eV/Å.